Below is 5 unconnected molecules or ions with the total composition C29H24FNO25S2 in a non-equilibrium geometry, with properties calculated with ωB97M-V with the def2-TZVPD basis set.

Properties
LUMO level (eV): -1.927
SMILES: N[C@]1(O)OS(=O)(=O)O[C@@]1(CCOC=O)S(=O)(=O)F.O=C1C=C(O)C(=O)C=C1O.O=C1C=C(O)C(=O)C=C1O.O=C1C=C(O)C(=O)C=C1O.O=C1C=C(O)C(=O)C=C1O
Charge: 0
M (g/mol): 869.62
HOMO (eV): -9.92
F_max (eV/A): 7.17
Orbital gap (eV): 8.00
E_tot (Ha): -3951.28220

Each line ends with the Löwdin charge.
Geometry (Å):
N: 2.807 1.888 -1.864  0.115
C: 3.108 3.270 -2.316  -0.487
O: 2.807 3.189 -3.728  0.038
O: 4.519 3.477 -1.944  -0.135
S: 4.448 3.739 -0.262  0.871
O: 5.562 4.595 0.304  -0.247
O: 4.501 2.455 0.538  -0.289
O: 2.885 4.431 -0.228  -0.181
C: 2.380 4.512 -1.602  -0.339
C: 0.796 4.578 -1.835  -0.061
C: 0.088 3.328 -1.128  -0.165
O: -1.374 3.488 -1.009  -0.095
C: -1.805 2.156 -0.637  -0.239
O: -2.381 1.379 -1.428  0.065
S: 2.938 6.259 -2.075  0.870
O: 2.376 7.230 -1.060  -0.285
O: 2.469 6.645 -3.450  -0.285
F: 4.616 6.414 -2.018  -0.195
H: 3.601 1.250 -1.992  0.124
H: 2.414 1.848 -0.913  0.043
H: 2.445 2.287 -3.914  0.128
H: 0.360 5.597 -1.566  0.145
H: 0.639 4.434 -2.973  0.111
H: 0.225 2.431 -1.849  0.135
H: 0.577 3.000 -0.138  0.137
H: -1.526 1.854 0.445  0.165
O: 2.485 0.600 0.666  0.075
C: 1.995 0.062 1.646  -0.282
C: 0.692 -0.608 1.606  0.074
C: 0.183 -1.171 2.704  -0.208
O: -1.024 -1.799 2.681  0.091
C: 0.913 -1.139 4.003  -0.299
O: 0.406 -1.649 4.987  0.101
C: 2.227 -0.490 4.039  0.084
C: 2.738 0.071 2.939  -0.208
O: 3.958 0.674 2.956  0.106
H: 0.171 -0.624 0.658  0.116
H: -1.169 -2.121 3.593  0.102
H: 2.754 -0.489 4.984  0.139
H: 4.101 1.003 2.045  0.080
O: -0.432 -2.533 -0.843  0.104
C: -0.954 -3.628 -0.973  -0.297
C: -1.342 -4.453 0.176  0.087
C: -1.896 -5.654 -0.007  -0.216
O: -2.264 -6.431 1.049  0.092
C: -2.136 -6.199 -1.373  -0.311
O: -2.626 -7.307 -1.502  0.114
C: -1.769 -5.363 -2.522  0.079
C: -1.219 -4.161 -2.340  -0.219
O: -0.876 -3.373 -3.396  0.095
H: -1.160 -4.046 1.162  0.124
H: -2.635 -7.245 0.656  0.117
H: -1.965 -5.763 -3.508  0.138
H: -0.499 -2.562 -3.002  0.115
O: -0.136 -6.873 9.024  0.113
C: -0.430 -6.359 7.958  -0.311
C: -1.518 -6.865 7.114  0.079
C: -1.798 -6.285 5.945  -0.218
O: -2.806 -6.742 5.152  0.095
C: -1.020 -5.112 5.455  -0.297
O: -1.292 -4.617 4.372  0.100
C: 0.051 -4.591 6.309  0.081
C: 0.330 -5.169 7.480  -0.215
O: 1.320 -4.694 8.284  0.099
H: -2.073 -7.719 7.481  0.138
H: -2.805 -6.159 4.368  0.112
H: 0.595 -3.729 5.948  0.112
H: 1.323 -5.281 9.065  0.117
O: -0.450 3.577 -4.443  0.081
C: -1.493 3.948 -4.959  -0.280
C: -2.429 4.848 -4.279  0.088
C: -3.567 5.217 -4.870  -0.213
O: -4.444 6.054 -4.253  0.103
C: -3.930 4.729 -6.232  -0.308
O: -4.986 5.073 -6.733  0.118
C: -2.982 3.848 -6.921  0.082
C: -1.842 3.482 -6.332  -0.214
O: -0.951 2.666 -6.961  0.098
H: -2.155 5.192 -3.291  0.132
H: -5.184 6.165 -4.882  0.119
H: -3.248 3.515 -7.916  0.139
H: -0.215 2.550 -6.329  0.112